# 1
The following is a DFT calculation (ωB97M-V with the def2-TZVPD basis set) of a single C7H13N3 molecule.

E_LUMO (alpha / beta), hartree: 0.0346 / 0.0346
Kohn-Sham gap (alpha / beta), eV: 8.8 / 8.8
Highest occupied orbital energy (alpha / beta), eV: -7.9 / -7.9
Energy relative to the best compared isomer or geometry (same formula, charge and spin), kcal per mole: 92.1
Charge: 0
DFT total energy, eV: -11935.9388

Each atom is followed by the atoms it is bonded to, with distances in Å.
Element x y z (Å)
1 C -1.5859 -0.7837 -0.7273  C2 1.414, C3 1.299, H11 1.085
2 C -1.9557 0.5021 -0.2687  C1 1.414, C4 1.560, N8 1.245
3 C -0.2970 -0.9367 -0.7832  C1 1.299, C5 1.469, N9 1.370
4 C -3.4252 0.8968 0.0759  C2 1.560, H12 1.055, H13 1.089, H14 1.094
5 C 0.4208 -2.1104 -1.2977  C3 1.469, H15 1.105, H16 1.140, H17 1.097
6 C 2.1201 1.7037 -0.1488  N10 1.487, H18 1.053, H19 1.032, H20 1.125
7 C 1.5957 -0.1009 1.4318  N10 1.412, H21 1.095, H22 1.116, H23 1.161
8 N -1.1174 1.3411 0.1099  C2 1.245
9 N 0.3709 0.2313 -0.5259  C3 1.370, N10 1.346
10 N 1.5595 0.3477 0.0940  C6 1.487, C7 1.412, N9 1.346
11 H -2.3969 -1.4083 -1.0881  C1 1.085
12 H -3.3248 1.8441 0.5284  C4 1.055
13 H -4.0129 1.1743 -0.7977  C4 1.089
14 H -3.9681 0.1496 0.6631  C4 1.094
15 H 0.0526 -3.1293 -1.0814  C5 1.105
16 H 0.4340 -2.1317 -2.4373  C5 1.140
17 H 1.4503 -1.8777 -0.9977  C5 1.097
18 H 3.1270 1.5733 0.1297  C6 1.053
19 H 1.9534 1.8390 -1.1581  C6 1.032
20 H 1.5612 2.4615 0.4660  C6 1.125
21 H 1.2531 -1.1395 1.4918  C7 1.095
22 H 2.5871 -0.1600 1.9409  C7 1.116
23 H 0.8701 0.3967 2.1888  C7 1.161

***

# 2
The following is a DFT calculation (ωB97M-V with the def2-TZVPD basis set) of a single C7H13N3 molecule.

E_LUMO, hartree: 0.0274
Kohn-Sham gap, eV: 8.9
Highest occupied orbital energy, eV: -8.2
Structure (SMILES): Cc1ncn(C(C)C)c1N
Energy relative to the best compared isomer or geometry (same formula, charge and spin), kcal per mole: 48.9
Charge: 0
DFT total energy, eV: -11937.8093

Each atom is followed by the atoms it is bonded to, with distances in Å.
Element x y z (Å)
1 C 3.8466 -0.3553 0.1382  C2 1.517, H11 1.043, H12 1.134, H13 1.172
2 C 2.3361 -0.3893 0.0056  C1 1.517, N3 1.360, C9 1.359
3 N 1.8522 -1.6177 0.3336  C2 1.360, C4 1.319
4 C 0.5386 -1.6195 0.2135  N3 1.319, N5 1.350, H14 1.076
5 N 0.0013 -0.4270 -0.1187  C4 1.350, C6 1.435, C9 1.732
6 C -1.3649 0.0014 -0.2195  N5 1.435, C7 1.546, C8 1.540, H15 1.079
7 C -1.7179 0.5432 1.1850  C6 1.546, H16 1.077, H17 1.122, H18 1.081
8 C -2.2632 -0.9992 -0.9695  C6 1.540, H19 1.057, H20 1.065, H21 1.033
9 C 1.4119 0.5627 -0.2905  C2 1.359, N5 1.732, N10 1.340
10 N 1.1583 1.8777 -0.3413  C9 1.340, H22 1.002, H23 1.003
11 H 4.3066 -1.2763 -0.0278  C1 1.043
12 H 4.3061 0.4028 -0.5693  C1 1.134
13 H 4.1872 -0.2753 1.2566  C1 1.172
14 H 0.1281 -2.5882 0.4385  C4 1.076
15 H -1.2020 0.7322 -0.9958  C6 1.079
16 H -2.1063 -0.2877 1.7488  C7 1.077
17 H -2.5838 1.2294 0.9891  C7 1.122
18 H -0.8759 1.1171 1.5455  C7 1.081
19 H -2.5940 -1.6858 -0.2373  C8 1.057
20 H -1.8414 -1.3781 -1.8705  C8 1.065
21 H -3.0488 -0.4835 -1.3989  C8 1.033
22 H 0.5984 2.0132 -1.1608  N10 1.002
23 H 0.8909 2.4192 0.4599  N10 1.003

***

# 3
The following is a DFT calculation (ωB97M-V with the def2-TZVPD basis set) of a single C7H13N3 molecule.

E_LUMO, hartree: 0.0293
Kohn-Sham gap, eV: 8.5
Highest occupied orbital energy, eV: -7.7
Energy relative to the best compared isomer or geometry (same formula, charge and spin), kcal per mole: 66.8
Charge: 0
DFT total energy, eV: -11937.0357

Each atom is followed by the atoms it is bonded to, with distances in Å.
Element x y z (Å)
1 C 0.1522 -0.0575 1.4426  C2 1.319, C4 1.510, N8 1.375
2 C 0.1110 0.9706 0.6174  C1 1.319, N10 1.277
3 C -0.8952 -1.2476 -0.2279  C5 1.473, N8 1.327, N9 1.304
4 C 0.6805 0.0590 2.8519  C1 1.510, H11 1.056, H12 1.088, H13 1.069
5 C -1.7016 -2.3962 -0.6752  C3 1.473, H14 1.142, H15 1.075, H16 1.073
6 C -1.1659 0.0707 -2.2397  N9 1.405, H17 1.025, H18 1.044, H19 1.218
7 C 2.1906 1.7281 -0.2702  N10 1.472, H20 1.182, H21 1.081, H22 1.097
8 N -0.4755 -1.2091 1.0309  C1 1.375, C3 1.327
9 N -0.6249 -0.2140 -0.9752  C3 1.304, C6 1.405
10 N 0.8042 1.9463 0.1729  C2 1.277, C7 1.472, H23 1.009
11 H -0.0263 0.4526 3.5312  C4 1.056
12 H 1.0291 -0.8974 3.2356  C4 1.088
13 H 1.4582 0.7916 2.8850  C4 1.069
14 H -1.5146 -3.3196 -0.0291  C5 1.142
15 H -2.7554 -2.1903 -0.6311  C5 1.075
16 H -1.3038 -2.7250 -1.6163  C5 1.073
17 H -2.1810 0.2115 -2.2622  C6 1.025
18 H -0.6075 0.8357 -2.6783  C6 1.044
19 H -0.9439 -0.8048 -3.0574  C6 1.218
20 H 2.6641 2.8108 -0.2323  C7 1.182
21 H 2.6486 1.0143 0.3996  C7 1.081
22 H 2.0608 1.3168 -1.2789  C7 1.097
23 H 0.3961 2.8536 0.0067  N10 1.009

***

# 4
The following is a DFT calculation (ωB97M-V with the def2-TZVPD basis set) of a gas-phase ion, C7H13N3 (charge +2).

E_LUMO, hartree: -0.2993
Kohn-Sham gap, eV: 8.7
Highest occupied orbital energy, eV: -16.9
Structure (SMILES): CC(=[NH2+])Cc1[nH]c(C)c[nH+]1
Energy relative to the best compared isomer or geometry (same formula, charge and spin), kcal per mole: 12.5
Charge: +2
DFT total energy, eV: -11922.8472

Each atom is followed by the atoms it is bonded to, with distances in Å.
Element x y z (Å)
1 C -1.9255 0.9346 -0.9519  C2 1.400, H11 1.162, H12 1.165, H13 1.048
2 C -2.2736 -0.0894 -0.0626  C1 1.400, N3 1.289, C4 1.572
3 N -3.4423 -0.6327 -0.0648  C2 1.289, H14 1.058, H15 1.086
4 C -1.1929 -0.5515 0.9808  C2 1.572, C5 1.453, H16 1.146, H17 1.181
5 C 0.1544 -0.4992 0.4397  C4 1.453, N6 1.359, N10 1.393
6 N 1.0729 0.4882 0.6042  C5 1.359, C7 1.341, H18 1.078
7 C 2.2303 0.1747 0.0047  N6 1.341, C8 1.461, C9 1.380
8 C 3.4733 0.9356 0.1011  C7 1.461, H19 1.099, H20 1.165, H21 1.073
9 C 2.0363 -1.0350 -0.6299  C7 1.380, N10 1.349, H22 0.994
10 N 0.7729 -1.4383 -0.3828  C5 1.393, C9 1.349, H23 1.055
11 H -0.8196 1.2881 -0.9925  C1 1.162
12 H -2.6992 1.7566 -0.6647  C1 1.165
13 H -2.2707 0.7446 -1.9227  C1 1.048
14 H -3.8131 -1.4572 0.4856  N3 1.058
15 H -4.0287 -0.1572 -0.8453  N3 1.086
16 H -1.5958 -1.4825 1.5135  C4 1.146
17 H -1.2473 0.1876 1.9007  C4 1.181
18 H 0.9940 1.2537 1.3591  N6 1.078
19 H 3.4374 2.0116 -0.1172  C8 1.099
20 H 3.7102 1.1629 1.2189  C8 1.165
21 H 4.3428 0.4426 -0.2881  C8 1.073
22 H 2.6449 -1.6081 -1.1680  C9 0.994
23 H 0.4393 -2.4297 -0.5177  N10 1.055

***

# 5
The following is a DFT calculation (ωB97M-V with the def2-TZVPD basis set) of a single C7H13N3O2 molecule.

E_LUMO, hartree: -0.0011
Kohn-Sham gap, eV: 8.3
Highest occupied orbital energy, eV: -8.3
Energy relative to the best compared isomer or geometry (same formula, charge and spin), kcal per mole: 49.7
Charge: 0
DFT total energy, eV: -16033.3398

Each atom is followed by the atoms it is bonded to, with distances in Å.
Element x y z (Å)
1 C -0.3058 2.1215 -0.0845  C6 1.784, O11 1.215, O12 1.232
2 C -2.1444 -0.6327 -0.1339  N8 1.316, N9 1.355, N10 1.309
3 C 2.2744 0.5936 0.9178  C4 1.522, C5 1.554, H13 1.123, H14 1.103
4 C 0.9965 0.3379 1.7042  C3 1.522, C6 1.659, H15 1.046, H16 1.089
5 C 1.5802 0.2496 -0.4289  C3 1.554, C6 1.590, C7 1.623, H17 1.098
6 C 0.1659 0.4384 0.2717  C1 1.784, C4 1.659, C5 1.590, N10 1.463
7 C 1.9305 -1.1834 -1.1067  C5 1.623, H18 1.042, H19 1.070, H20 1.115
8 N -2.7890 -1.7253 -0.4851  C2 1.316, H21 1.049, H22 1.039
9 N -2.7576 0.5745 -0.1971  C2 1.355, H23 0.990, H24 1.018
10 N -0.8437 -0.5860 0.0054  C2 1.309, C6 1.463, H25 1.038
11 O 0.4930 2.7000 -0.7935  C1 1.215
12 O -1.3603 2.4557 0.4569  C1 1.232
13 H 2.6216 1.6598 0.8559  C3 1.123
14 H 3.2068 0.0724 1.1934  C3 1.103
15 H 1.1619 -0.6627 1.9588  C4 1.046
16 H 0.7261 1.0477 2.4839  C4 1.089
17 H 1.6290 0.9269 -1.2923  C5 1.098
18 H 2.1705 -2.0072 -0.5156  C7 1.042
19 H 2.8693 -1.0640 -1.6055  C7 1.070
20 H 1.0913 -1.3228 -1.8277  C7 1.115
21 H -3.8159 -1.7773 -0.6919  N8 1.049
22 H -2.4142 -2.6928 -0.4297  N8 1.039
23 H -3.7412 0.5747 -0.0813  N9 0.990
24 H -2.2639 1.4467 -0.0209  N9 1.018
25 H -0.4808 -1.5451 -0.1534  N10 1.038

***

# 6
The following is a DFT calculation (ωB97M-V with the def2-TZVPD basis set) of a single C7H13N3O3 molecule.

E_LUMO, hartree: 0.0226
Kohn-Sham gap, eV: 9.9
Highest occupied orbital energy, eV: -9.3
Structure (SMILES): CCOC(=O)N1CCN(N=O)CC1
Energy relative to the best compared isomer or geometry (same formula, charge and spin), kcal per mole: 93.1
Charge: 0
DFT total energy, eV: -18079.9378

Each atom is followed by the atoms it is bonded to, with distances in Å.
Element x y z (Å)
1 C -2.3280 3.5125 -1.0386  C2 1.529, H14 1.108, H15 1.052, H16 1.209
2 C -1.3136 2.4908 -1.5531  C1 1.529, O3 1.459, H17 1.111, H18 1.162
3 O -1.0100 1.4661 -0.5598  C2 1.459, C4 1.421
4 C -0.6599 0.1985 -1.0993  O3 1.421, O5 1.236, N6 1.339
5 O -0.8406 -0.2395 -2.2404  C4 1.236
6 N -0.0014 -0.5281 -0.1872  C4 1.339, C7 1.459, C13 1.471
7 C 0.3993 -1.8386 -0.6865  N6 1.459, C8 1.478, H19 1.124, H20 1.080
8 C 0.5634 -2.7216 0.4872  C7 1.478, N9 1.482, H21 1.148, H22 1.147
9 N 1.5335 -2.1795 1.4670  C8 1.482, N10 1.302, C12 1.499
10 N 2.5655 -2.9206 1.7512  N9 1.302, O11 1.239
11 O 3.4886 -2.3276 2.3261  N10 1.239
12 C 1.5765 -0.7005 1.7091  N9 1.499, C13 1.559, H23 1.148, H24 1.067
13 C 0.2604 -0.0531 1.1801  N6 1.471, C12 1.559, H25 1.125, H26 1.138
14 H -2.4504 4.3521 -1.7505  C1 1.108
15 H -3.2885 3.1520 -0.8074  C1 1.052
16 H -1.8670 3.9906 -0.0285  C1 1.209
17 H -1.5916 1.9116 -2.4600  C2 1.111
18 H -0.3500 3.1075 -1.7591  C2 1.162
19 H 1.2984 -1.6237 -1.3259  C7 1.124
20 H -0.3279 -2.2022 -1.3972  C7 1.080
21 H 0.9410 -3.7837 0.2682  C8 1.148
22 H -0.4692 -3.0022 0.8994  C8 1.147
23 H 2.4309 -0.3352 1.0343  C12 1.148
24 H 1.7954 -0.5627 2.7441  C12 1.067
25 H 0.3055 1.0708 1.2034  C13 1.125
26 H -0.6602 -0.2338 1.8235  C13 1.138